[1]
Computed, not measured: a structure of composition C35H37BrCl2N3O4PbS, with ωB97M-V with the def2-TZVPD basis set.

Geometry as XYZ:
```
84
Properties=species:S:1:pos:R:3:forces:R:3:mulliken_charge:R:1
Pb 1.472 -0.856 2.659 0.508 -0.367 -0.206 0.94
O 0.548 -2.782 3.852 0.091 0.224 -0.133 -0.76
N 0.232 -2.827 5.102 -0.124 -0.085 0.255 0.56
C -0.089 -4.040 5.615 0.031 0.191 -0.019 -0.29
C -0.462 -4.181 6.927 -0.025 -0.122 0.046 -0.60
C -0.520 -3.070 7.765 -0.005 -0.074 -0.005 -0.27
C -0.197 -1.845 7.244 0.050 0.102 -0.158 -0.66
C 0.194 -1.701 5.899 -0.140 -0.456 0.209 0.67
S 0.561 -0.176 5.281 0.016 0.382 -0.088 -0.20
H -0.028 -4.844 4.899 -0.001 -0.014 0.005 0.45
H -0.711 -5.170 7.285 0.003 0.015 0.003 0.42
H -0.818 -3.170 8.799 0.008 -0.002 -0.014 0.42
H -0.233 -0.948 7.844 -0.004 0.006 -0.009 0.43
C 1.344 4.751 -3.104 0.002 0.042 0.017 -2.20
C 1.502 3.329 -3.642 0.015 -0.056 0.104 2.01
C 0.220 2.951 -4.398 -0.066 -0.041 -0.033 -1.47
C 2.697 3.292 -4.605 0.031 0.011 -0.036 -1.69
C 1.741 2.315 -2.531 -0.014 0.051 -0.023 -0.31
C 1.749 2.688 -1.171 -0.078 -0.003 -0.209 0.01
C 1.982 1.739 -0.233 0.007 -0.158 0.025 -0.22
Br 1.879 2.216 1.591 0.099 0.027 0.082 -0.14
C 2.292 0.349 -0.552 0.048 0.068 -0.018 0.44
O 2.718 -0.419 0.328 -0.122 -0.004 0.114 -0.70
C 2.105 -0.046 -1.945 0.021 -0.073 -0.019 0.17
C 1.902 0.953 -2.859 -0.060 0.087 -0.069 -0.41
C 2.117 -1.507 -2.414 -0.071 0.121 0.070 1.99
C 3.442 -1.785 -3.135 0.071 0.012 -0.037 -1.84
C 1.937 -2.546 -1.297 -0.042 0.030 -0.010 -1.60
C 0.945 -1.700 -3.393 -0.028 -0.056 -0.051 -1.66
H 1.192 5.436 -3.939 0.012 -0.014 0.002 0.45
H 2.233 5.084 -2.563 -0.008 -0.008 -0.012 0.44
H 0.479 4.844 -2.444 0.005 -0.017 -0.012 0.38
H 0.034 3.684 -5.186 0.007 -0.015 0.004 0.50
H -0.643 2.943 -3.728 0.082 0.004 -0.010 0.16
H 0.295 1.969 -4.867 -0.002 0.023 0.012 0.35
H 2.542 4.012 -5.410 0.000 -0.016 0.013 0.48
H 2.821 2.307 -5.057 0.010 0.022 -0.001 0.30
H 3.625 3.550 -4.091 -0.014 -0.003 -0.004 0.37
H 1.549 3.706 -0.876 0.006 0.016 0.011 0.60
H 1.816 0.683 -3.903 0.032 0.038 0.062 0.40
H 4.291 -1.630 -2.466 -0.008 0.000 -0.006 0.37
H 3.566 -1.136 -4.004 0.005 0.001 0.026 0.32
H 3.468 -2.821 -3.480 -0.017 0.022 0.008 0.48
H 2.811 -2.625 -0.658 0.012 0.017 0.011 0.32
H 1.766 -3.516 -1.770 0.024 0.015 0.036 0.54
H 1.066 -2.314 -0.681 0.011 0.008 -0.018 -0.01
H 1.054 -1.108 -4.302 -0.012 -0.050 0.021 0.43
H -0.003 -1.435 -2.920 0.035 -0.006 0.011 0.17
H 0.898 -2.748 -3.694 0.007 0.021 -0.006 0.51
O -1.686 -0.507 4.048 -0.167 -0.002 -0.026 -0.67
C -1.732 -0.329 2.831 0.135 0.074 0.016 0.00
N -2.836 0.004 2.120 -0.037 -0.045 -0.034 -0.13
C -2.579 0.033 0.682 -0.146 -0.001 0.061 3.54
C -1.061 -0.191 0.693 0.230 -0.070 0.181 -0.83
O -0.356 -0.185 -0.290 0.044 -0.038 -0.080 -0.03
N -0.639 -0.407 1.981 -0.423 0.130 -0.120 -0.11
C -2.855 1.391 0.047 0.029 -0.073 0.031 -0.68
C -3.168 2.503 0.814 -0.006 0.112 0.032 -0.52
C -3.361 3.742 0.209 0.014 -0.063 0.036 -0.88
C -3.233 3.873 -1.163 -0.001 -0.012 -0.022 -0.66
C -2.912 2.760 -1.934 -0.013 -0.020 0.027 -0.98
C -2.725 1.526 -1.334 0.017 0.009 -0.070 0.04
C -3.297 -1.117 -0.021 0.017 -0.005 0.004 -0.13
C -4.625 -0.957 -0.404 -0.050 0.027 -0.013 -0.21
C -5.326 -2.010 -0.972 0.036 -0.028 0.006 -0.93
C -4.702 -3.235 -1.172 -0.014 0.049 0.005 -0.47
C -3.376 -3.399 -0.799 0.000 0.037 0.015 -0.97
C -2.678 -2.346 -0.225 -0.005 -0.012 -0.018 -0.17
H -3.756 -0.095 2.517 0.011 -0.015 0.003 0.31
H -3.258 2.410 1.888 -0.006 0.008 -0.009 0.45
H -3.614 4.601 0.816 0.000 -0.011 0.001 0.45
H -3.390 4.835 -1.634 0.003 -0.006 -0.002 0.45
H -2.818 2.854 -3.009 -0.037 -0.006 0.029 0.63
H -2.476 0.661 -1.936 -0.003 0.017 0.010 0.47
H -5.110 0.004 -0.273 0.004 -0.020 0.005 0.46
H -6.358 -1.872 -1.267 0.006 0.004 0.005 0.41
H -5.245 -4.055 -1.623 0.001 0.009 0.005 0.42
H -2.880 -4.348 -0.960 -0.003 0.012 0.005 0.44
H -1.639 -2.490 0.048 -0.003 -0.005 0.005 0.23
Cl 4.926 -0.144 2.701 0.026 0.051 -0.096 -0.04
C 5.809 -0.659 4.141 -0.069 -0.005 0.060 -0.43
Cl 4.816 -1.707 5.172 -0.009 0.013 -0.016 -0.15
H 6.078 0.219 4.713 0.011 0.013 0.014 0.31
H 6.683 -1.214 3.825 0.002 -0.042 0.010 0.32
```
Positions in Å, forces in eV/Å.

## Properties
LUMO (spin up / spin down) in Eh: -0.1983 / -0.1551
Total charge: +1
Energy above the lowest of the compared OMol25 structures with the same formula, charge and spin in kcal per mole: 1.1
Frontier orbital gap (spin up / spin down) in eV: 5.04 / 6.92
E_HOMO (spin up / spin down) in eV: -10.44 / -11.14
Total energy in eV: -160720.656

[2]
Computed, not measured: a structure of composition C35H37ClF6GeN3O2PRuS, with ωB97M-V with the def2-TZVPD basis set.

Geometry as XYZ:
```
88
Properties=species:S:1:pos:R:3:forces:R:3:mulliken_charge:R:1
Ru -0.109 0.430 -0.356 -0.107 0.160 -0.886 0.34
S -1.226 4.207 1.870 0.032 0.012 0.022 -0.33
C -0.094 3.380 2.860 -0.088 0.076 -0.053 -0.76
C 0.296 2.201 2.318 0.132 -0.077 -0.040 -0.60
C -0.330 1.927 1.064 -0.090 -0.202 0.132 0.05
C -1.180 2.959 0.699 0.074 0.085 0.127 0.65
C -1.853 3.043 -0.591 -0.027 0.065 -0.097 0.90
C -2.727 4.057 -0.968 -0.025 0.031 0.025 -1.24
C -3.247 4.046 -2.249 -0.003 0.000 -0.010 -0.50
C -2.891 3.028 -3.124 -0.014 0.024 0.015 -0.99
C -2.032 2.046 -2.668 -0.065 -0.052 0.003 -0.37
N -1.530 2.058 -1.438 0.066 -0.083 0.154 0.80
H 0.228 3.818 3.792 -0.005 0.010 -0.003 0.56
H 1.029 1.559 2.780 -0.029 0.020 -0.010 0.72
H -2.985 4.841 -0.269 -0.001 -0.003 -0.008 0.48
H -3.925 4.827 -2.567 0.003 0.000 0.004 0.46
H -3.277 2.990 -4.132 0.006 -0.006 0.001 0.46
H -1.744 1.212 -3.295 -0.011 0.010 0.008 0.37
C -0.138 0.863 6.114 0.025 -0.016 -0.020 -0.52
C 0.852 0.092 5.514 -0.083 0.000 -0.048 -0.82
C 0.587 -0.567 4.325 -0.049 0.051 0.127 -0.14
C -0.674 -0.445 3.735 0.101 0.053 0.018 1.01
C -1.665 0.339 4.337 0.116 0.004 0.030 0.07
C -1.395 0.985 5.532 0.017 -0.018 -0.020 -0.93
Ge -1.153 -1.369 2.158 -0.193 -0.076 0.155 -1.57
C -0.407 -3.039 1.659 -0.011 0.111 -0.053 1.68
C -1.230 -3.923 0.953 0.111 -0.082 0.010 -0.04
C -0.765 -5.185 0.627 -0.029 -0.014 -0.024 -0.86
C 0.527 -5.558 0.979 0.010 0.044 0.020 -0.54
C 1.356 -4.672 1.654 -0.033 0.037 -0.006 -1.00
C 0.893 -3.411 1.998 0.005 -0.166 -0.076 -0.25
C -2.997 -1.113 1.666 -0.079 -0.069 0.089 0.62
C -3.855 -2.128 2.105 -0.085 0.047 -0.058 -0.48
C -5.229 -1.998 1.952 0.014 0.040 -0.026 -0.77
C -5.753 -0.860 1.355 0.001 -0.036 0.019 -0.67
C -4.907 0.152 0.922 0.052 0.031 -0.022 -0.76
C -3.535 0.031 1.083 -0.011 -0.059 0.008 -0.23
H 0.073 1.374 7.044 -0.007 0.001 0.003 0.42
H 1.831 0.010 5.967 0.004 0.005 0.002 0.48
H 1.370 -1.139 3.852 0.001 -0.019 0.010 0.24
H -2.637 0.443 3.872 -0.022 0.007 0.003 0.48
H -2.160 1.585 6.006 0.006 0.003 0.008 0.44
H -2.231 -3.630 0.661 -0.010 0.006 -0.004 0.70
H -1.403 -5.873 0.088 0.015 -0.009 0.006 0.43
H 0.894 -6.540 0.713 -0.004 -0.003 -0.003 0.43
H 2.368 -4.955 1.908 -0.001 -0.006 -0.006 0.48
H 1.565 -2.723 2.487 0.009 0.026 0.035 0.15
H -3.465 -3.022 2.580 0.010 0.001 0.007 0.52
H -5.885 -2.785 2.300 -0.005 0.005 0.000 0.44
H -6.823 -0.759 1.231 0.000 -0.006 0.002 0.40
H -5.315 1.041 0.459 -0.008 -0.007 -0.001 0.50
H -2.884 0.828 0.750 -0.002 0.038 0.007 0.70
F 1.620 -0.448 1.110 0.053 0.068 0.190 0.05
P 3.293 -0.071 1.320 -0.124 -0.121 -0.051 1.52
F 3.507 -0.576 -0.192 0.025 0.011 -0.041 -0.35
F 3.492 -1.559 1.863 0.001 -0.066 0.030 -0.37
F 2.927 0.427 2.802 0.057 0.033 -0.002 -0.34
F 2.942 1.416 0.757 -0.021 0.032 -0.012 -0.36
F 4.820 0.295 1.489 0.000 0.025 -0.015 -0.35
Cl -0.139 -4.044 -2.725 -0.016 -0.001 -0.025 -0.17
C -1.436 -2.880 -2.432 0.003 0.013 0.010 -0.84
C -1.009 -1.707 -1.586 0.099 -0.098 0.064 0.61
O 0.090 -1.693 -0.968 -0.119 -0.014 0.067 -0.62
O -1.781 -0.712 -1.520 0.160 -0.020 0.060 -0.63
H -2.264 -3.381 -1.933 0.017 -0.018 0.023 0.41
H -1.802 -2.507 -3.386 0.004 0.001 -0.007 0.49
C 3.696 3.112 -2.666 -0.017 -0.032 -0.032 -0.94
C 4.063 1.655 -2.403 0.043 0.047 -0.012 -0.71
N 3.211 0.701 -3.131 0.009 0.079 0.028 0.42
C 3.821 0.025 -4.281 0.044 -0.011 -0.040 -0.87
C 3.882 0.904 -5.520 0.008 0.009 0.006 -1.09
C 1.955 0.484 -2.770 -0.211 -0.109 0.060 1.14
C 1.092 -0.407 -3.614 0.004 -0.001 0.021 -1.61
N 1.408 1.029 -1.698 0.250 0.222 0.063 -0.03
H 4.321 3.759 -2.051 0.010 0.002 -0.002 0.43
H 2.654 3.321 -2.418 0.008 0.007 0.005 0.15
H 3.852 3.376 -3.711 -0.014 0.006 0.013 0.33
H 4.033 1.421 -1.342 -0.027 -0.023 0.038 0.06
H 5.085 1.465 -2.726 -0.012 -0.002 -0.003 0.54
H 3.285 -0.898 -4.483 -0.023 0.003 0.016 0.45
H 4.825 -0.270 -3.975 -0.007 -0.007 0.012 0.45
H 2.888 1.262 -5.796 0.008 0.001 -0.010 0.26
H 4.288 0.339 -6.359 0.009 0.002 0.004 0.42
H 4.524 1.770 -5.359 -0.020 0.002 -0.003 0.31
H 1.316 -1.456 -3.411 0.001 0.003 -0.012 0.35
H 1.227 -0.213 -4.676 0.029 0.003 0.001 0.63
H 0.051 -0.218 -3.364 -0.012 -0.009 -0.002 -0.28
H 2.049 1.603 -1.157 0.068 -0.034 -0.018 -0.09
```
Positions in Å, forces in eV/Å.

## Properties
LUMO (spin up / spin down) in Eh: -0.1428 / -0.1882
Total charge: +1
Energy above the lowest of the compared OMol25 structures with the same formula, charge and spin in kcal per mole: 29.9
Frontier orbital gap (spin up / spin down) in eV: 7.04 / 5.97
Multiplicity: 6
E_HOMO (spin up / spin down) in eV: -10.92 / -11.09
Total energy in eV: -153509.178

[3]
Computed, not measured: a structure of composition C35H37FP2Pd in a non-equilibrium geometry, with ωB97M-V with the def2-TZVPD basis set.

Geometry as XYZ:
```
76
Properties=species:S:1:pos:R:3:forces:R:3:mulliken_charge:R:1
Pd 1.159 -0.969 -0.628 -0.787 2.747 1.268 -0.13
C 2.434 -1.106 -2.301 0.539 -0.366 0.087 -0.46
C 1.525 -0.163 -2.695 0.378 0.241 -0.818 -0.24
C 0.329 -0.435 -3.543 -0.545 -0.999 0.087 -0.76
C -0.431 -1.755 -3.118 0.569 0.593 -1.103 -1.64
C -0.496 -2.012 -1.666 0.700 -1.581 2.059 0.55
C 0.396 -2.791 -0.871 -1.964 -1.510 -1.185 -0.47
C 1.537 -3.528 -1.520 0.268 0.518 -0.315 -0.88
C 2.361 -2.617 -2.512 0.748 -0.157 -0.285 -1.17
C -1.206 0.812 2.676 0.495 0.297 -0.323 -2.21
H 3.368 -0.700 -1.900 -0.050 -0.290 -0.286 0.28
H 1.885 0.857 -2.706 0.014 0.187 0.036 1.06
H 0.729 -0.544 -4.548 -0.220 -0.248 -0.458 0.62
H -0.403 0.367 -3.606 0.258 0.273 0.283 0.24
H -1.447 -1.720 -3.532 0.218 -0.058 0.023 0.52
H 0.107 -2.567 -3.592 -0.205 -0.313 -0.229 0.17
H -1.451 -1.817 -1.199 0.209 0.035 -0.076 0.99
H -0.017 -3.175 0.079 0.522 0.042 -0.748 -0.07
H 1.169 -4.419 -2.052 0.209 0.059 0.027 0.30
H 2.207 -3.851 -0.722 0.057 -0.170 -0.153 0.35
H 3.401 -2.931 -2.415 0.016 -0.268 -0.247 0.47
H 2.086 -2.768 -3.559 -0.047 -0.363 0.096 0.31
H -0.179 0.539 2.790 0.555 0.126 0.499 0.64
H -1.708 0.820 3.635 -0.338 -0.377 0.038 0.44
H -1.202 1.836 2.271 -0.206 -0.576 0.001 0.46
P 0.934 1.535 -0.311 -1.388 -1.660 -0.402 2.62
P -1.850 -0.390 1.476 1.593 1.421 -1.514 2.15
C -0.754 0.982 -0.901 1.253 1.293 0.897 -0.32
C -1.604 0.143 -0.222 -2.619 -0.282 1.336 -1.53
C 0.740 3.218 -0.967 -0.093 -0.434 0.223 0.06
C 0.381 3.658 -2.253 0.220 -0.077 0.605 -0.01
C 0.353 5.035 -2.495 0.003 -1.106 0.427 -0.83
C 0.608 5.898 -1.437 -0.001 0.278 0.298 -0.51
C 0.858 5.453 -0.132 -0.108 0.156 -0.521 -0.79
C 0.946 4.092 0.087 -0.005 0.783 -0.083 -0.73
C 2.724 1.476 -0.265 2.063 0.051 0.936 0.78
C 3.246 0.435 0.568 0.822 -0.132 -0.230 -0.75
C 4.598 0.111 0.600 0.013 0.567 -0.142 -0.63
C 5.501 0.885 -0.178 0.007 0.218 -0.121 -0.55
C 5.016 1.911 -1.014 -0.024 -0.295 0.545 -0.70
C 3.634 2.215 -1.056 0.119 -0.656 0.314 -0.69
C -3.562 -0.120 1.795 -0.675 0.063 0.512 -0.03
C -3.998 1.212 1.667 -0.093 -0.232 -0.362 -0.54
C -5.308 1.536 1.957 -0.292 -0.553 0.274 -0.77
C -6.154 0.526 2.452 -0.079 -0.077 0.075 -0.38
C -5.684 -0.768 2.686 -0.040 0.326 0.028 -0.78
C -4.356 -1.079 2.394 -0.490 0.281 -0.437 -0.10
C -1.306 -2.018 2.115 -0.775 -0.420 0.119 0.72
C -0.509 -2.104 3.252 0.155 -0.231 0.396 -0.61
C -0.036 -3.341 3.698 -0.095 -0.158 -0.077 -0.72
C -0.439 -4.520 3.072 -0.038 0.208 -0.128 -0.58
C -1.372 -4.449 2.031 0.300 -0.033 0.171 -0.52
C -1.768 -3.219 1.532 0.114 0.559 0.604 -0.76
H -1.059 1.391 -1.879 0.109 -0.192 0.706 0.57
H -2.487 -0.143 -0.835 0.318 0.037 0.752 0.76
H 0.121 2.924 -3.021 0.229 0.327 0.119 0.22
H 0.108 5.373 -3.493 0.056 0.282 0.065 0.44
H 0.595 6.951 -1.634 -0.063 0.450 -0.004 0.39
H 0.973 6.150 0.698 0.045 -0.037 -0.319 0.41
H 1.143 3.687 1.073 0.138 0.223 -0.025 0.39
H 2.580 -0.161 1.202 -0.067 0.191 -0.176 0.05
H 4.966 -0.710 1.251 -0.292 0.722 -0.508 0.39
H 6.587 0.712 -0.071 -0.716 0.064 -0.292 0.35
H 5.730 2.534 -1.581 -0.474 -0.453 0.300 0.36
H 3.271 3.044 -1.665 0.129 -0.193 0.112 0.40
H -3.306 1.985 1.342 -0.131 -0.217 -0.194 0.33
H -5.671 2.550 1.801 0.048 -0.243 0.143 0.41
H -7.189 0.767 2.692 0.203 -0.063 -0.104 0.36
H -6.330 -1.547 3.088 0.019 0.306 -0.013 0.41
H -3.935 -2.050 2.600 -0.135 -0.233 -0.003 0.36
H -0.304 -1.221 3.847 0.257 -0.119 -0.212 0.36
H 0.618 -3.401 4.566 -0.106 0.127 -0.183 0.41
H -0.037 -5.486 3.391 -0.270 0.364 -0.018 0.40
H -1.773 -5.367 1.618 0.050 0.083 -0.147 0.42
H -2.475 -3.150 0.727 -0.170 -0.136 -0.405 0.38
F 0.882 1.494 1.373 -0.411 1.008 -1.615 -0.43
```
Positions in Å, forces in eV/Å.

## Properties
LUMO (spin up / spin down) in Eh: 0.0144 / 0.0110
Total charge: 0
Frontier orbital gap (spin up / spin down) in eV: 4.27 / 6.43
Multiplicity: 3
E_HOMO (spin up / spin down) in eV: -3.87 / -6.13
Total energy in eV: -61662.724